1.
Computed, not measured: a molecular structure, C30H38N6O3ReSe in a non-equilibrium geometry, with the ωB97M-V functional and the def2-TZVPD basis.

Computed properties:
LUMO (alpha / beta), Eh: -0.228 / -0.247
Kohn-Sham gap (alpha / beta), eV: 6.8 / 6.5
Net charge: +2
Max |F|, Eh/bohr: 0.0532
Energy above the lowest of the compared OMol25 structures with the same formula, charge and spin, kcal per mole: 0.0
⟨S²⟩: 3.799
2S+1: 4

```
79
Properties=species:S:1:pos:R:3:forces:R:3
Re 0.688 0.470 1.041 -0.5366 -1.2250 -0.8768
C -0.805 7.463 -0.143 0.1484 0.2243 -0.0642
C -0.689 5.976 -0.191 -0.0152 -0.1689 0.1223
C -1.111 5.253 -1.289 0.2184 -0.3163 0.2601
C -1.067 3.848 -1.312 0.1980 0.0243 0.8631
C -1.377 3.167 -2.503 -0.1236 -0.4966 -0.1734
N -1.399 1.866 -2.608 0.0749 0.4274 0.5375
C -1.493 1.118 -3.834 0.0633 -0.2777 -0.5751
C -0.169 0.389 -4.151 -0.1996 -0.1789 0.0504
C -0.273 -1.133 -4.034 0.3280 0.2147 -0.7829
N -0.585 -1.511 -2.682 -0.3139 -0.1459 0.6478
C -1.571 -2.273 -2.297 0.4067 0.1981 -0.2956
C -1.915 -2.504 -0.952 0.1904 0.1264 0.9789
C -2.936 -3.429 -0.662 0.2508 0.2973 0.2544
C -3.372 -3.661 0.626 0.1381 0.1135 0.0173
C -4.464 -4.637 0.909 -0.2347 -0.0140 0.0395
C -2.789 -2.914 1.654 0.0858 0.0219 -0.4256
C -1.774 -1.981 1.443 0.3314 0.0602 -0.6578
C -1.289 -1.256 2.585 -0.0748 -0.0433 0.0341
N -0.420 -0.302 2.628 -0.5431 -0.4445 -0.0046
C -0.173 0.288 3.942 0.2721 0.3915 0.7742
C 1.319 0.557 4.165 -0.1547 0.0730 -0.2106
C 1.800 1.858 3.496 0.5463 -0.4326 0.6334
N 1.113 2.107 2.235 -0.3564 0.2335 -0.2254
C 0.692 3.313 2.023 -0.0667 0.2380 -0.0624
C -0.011 3.877 0.905 -0.2329 -0.3669 -0.4389
C -0.107 5.271 0.864 -0.0872 -0.1154 -0.3788
C -0.636 3.110 -0.142 0.0179 1.2509 -0.2583
O -0.841 1.861 -0.079 0.5429 -1.3608 0.8423
C -1.265 -1.781 0.117 -1.0990 -0.8167 0.1521
O -0.299 -0.996 -0.169 0.8036 1.5671 0.3441
H -1.639 7.803 -0.750 -0.0620 0.0857 0.0080
H 0.101 7.930 -0.528 0.0409 0.0878 -0.0238
H -0.947 7.810 0.876 -0.0640 0.0653 0.0415
H -1.486 5.772 -2.159 -0.0601 0.1026 -0.1264
H -1.571 3.753 -3.396 -0.0216 -0.0809 -0.0836
H -1.202 1.376 -1.721 -0.1052 0.1370 -0.2052
H -1.751 1.805 -4.641 -0.0572 -0.0503 0.0898
H -2.304 0.390 -3.733 -0.0288 0.1514 -0.0458
H 0.614 0.747 -3.477 0.0733 0.0375 -0.0995
H 0.150 0.620 -5.165 0.0654 0.0440 -0.0172
H 0.687 -1.575 -4.323 -0.1370 -0.0132 0.0526
H -1.043 -1.522 -4.704 0.0457 -0.0405 0.0713
H -0.033 -1.098 -1.916 -0.1365 -0.1807 -0.1811
H -2.174 -2.751 -3.063 0.0724 0.0520 -0.1254
H -3.378 -3.974 -1.483 -0.1172 -0.0898 -0.1128
H -4.512 -5.396 0.132 -0.0290 -0.1121 0.0237
H -5.426 -4.125 0.932 -0.0660 -0.0445 0.0286
H -4.321 -5.121 1.872 -0.0116 -0.0935 0.0147
H -3.151 -3.061 2.662 -0.0131 -0.0266 0.1301
H -1.758 -1.554 3.524 0.0955 0.0706 0.0332
H -0.543 -0.378 4.727 -0.0115 0.0587 -0.1492
H -0.738 1.228 4.007 0.0175 -0.1447 0.0154
H 1.885 -0.300 3.793 0.0170 0.0543 0.0980
H 1.514 0.644 5.234 -0.0040 -0.0638 -0.0277
H 2.874 1.772 3.292 -0.1275 0.0968 0.0495
H 1.650 2.701 4.180 -0.0146 -0.0621 -0.1930
H 0.920 4.056 2.788 0.1044 -0.1579 0.0706
H 0.315 5.837 1.682 0.0178 0.0811 0.1520
N 3.466 -0.837 1.392 1.1101 -0.6387 0.1442
C 2.261 -1.060 1.172 -1.0305 2.4665 0.5795
H 3.832 0.084 1.563 -0.4242 0.3992 -0.0484
C 3.535 -3.865 1.124 -0.0451 0.1546 -0.0180
C 2.508 -3.263 0.180 0.1829 -0.2108 -0.1362
C 3.152 -2.633 -1.050 0.0175 -0.0009 0.2964
C 1.436 -4.275 -0.211 0.1920 0.3034 0.2187
O 1.734 -2.210 0.875 -0.4507 -1.4188 -0.2288
H 4.064 -4.675 0.626 -0.0032 -0.0889 -0.0546
H 3.041 -4.263 2.008 -0.0115 -0.0710 0.0776
H 4.257 -3.109 1.428 -0.0362 -0.1075 -0.0059
H 3.520 -3.405 -1.717 0.0437 -0.1649 -0.0916
H 3.984 -1.997 -0.763 0.0688 0.0402 -0.0655
H 2.421 -2.027 -1.583 -0.1124 0.0514 -0.1434
H 1.893 -5.169 -0.622 0.0691 -0.0866 -0.0708
H 0.760 -3.853 -0.951 -0.0852 0.0637 -0.1542
H 0.855 -4.551 0.664 -0.0627 -0.1021 0.1259
Se 3.476 1.783 -2.660 0.2894 0.1534 -0.4138
C 2.493 1.406 -1.309 -0.1253 -0.1102 0.0793
N 1.796 1.117 -0.396 0.3522 0.3452 -0.6997
```
Positions in Å, forces in eV/Å.


2.
Computed, not measured: 6 unconnected molecules or ions with the total composition C49H112N6O5 in a non-equilibrium geometry, with the ωB97M-V functional and the def2-TZVPD basis.

Computed properties:
LUMO (alpha / beta), Eh: -0.439 / -0.595
Kohn-Sham gap (alpha / beta), eV: 7.3 / 3.1
Net charge: +5
Max |F|, Eh/bohr: 0.0740
⟨S²⟩: 0.757
2S+1: 2

```
172
Properties=species:S:1:pos:R:3:forces:R:3
N -0.525 -0.075 -0.024 -0.9734 1.9274 1.5822
O 0.534 0.552 0.159 0.4552 0.0392 0.5955
O -1.476 0.019 0.717 0.2459 0.1137 0.8771
O -0.589 -0.660 -1.041 0.2845 -2.1217 -3.1460
C -3.528 2.585 3.632 0.2497 0.9373 0.5461
C -4.288 3.568 2.772 -1.5224 -1.1001 0.4053
C -3.549 4.096 1.575 -0.3820 0.8927 -0.0449
C -3.441 3.112 0.467 1.1793 -1.4008 -0.5136
N -2.444 3.463 -0.670 -1.1685 -1.5679 -0.0339
C -2.992 4.700 -1.372 0.6171 0.9562 1.1662
C -2.931 4.422 -2.832 -0.2179 2.8405 -0.0781
C -3.302 3.027 -2.968 0.1767 -2.4799 0.6512
C -2.652 2.334 -1.717 0.8829 0.9786 -1.1696
C -0.988 3.533 -0.141 -0.5686 0.3534 -0.1854
C 0.135 3.705 -1.175 0.3099 -0.5726 -0.2290
C 1.523 3.982 -0.530 -0.8291 1.5626 0.7742
H -3.492 1.568 3.241 0.4308 0.1292 -0.2263
H -4.010 2.530 4.608 0.0163 -0.0959 0.0111
H -2.582 3.106 3.776 0.6953 -0.8617 0.3102
H -4.633 4.393 3.395 0.0955 0.0517 -0.1310
H -5.176 2.993 2.506 -0.4811 0.5343 -0.5124
H -2.582 4.423 1.958 0.2079 0.0984 -0.3026
H -4.092 4.966 1.205 0.1613 0.2363 0.0762
H -4.359 2.839 -0.053 -0.3043 0.7368 0.0877
H -3.116 2.132 0.817 0.4122 -0.0003 0.3230
H -2.422 5.574 -1.057 0.1972 -0.0581 -0.0365
H -3.998 4.902 -1.003 -0.0550 -0.4431 -0.0762
H -1.963 4.777 -3.186 0.0419 -0.6081 -0.4686
H -3.688 5.052 -3.299 0.2032 0.1782 -0.2596
H -2.924 2.594 -3.893 -0.2343 -0.2040 0.0814
H -4.382 2.892 -2.901 -0.0242 0.0680 -0.2395
H -1.642 2.048 -2.013 -0.0964 -0.3843 0.1333
H -3.222 1.483 -1.345 0.1582 0.2618 0.3195
H -0.766 2.607 0.390 -0.5534 0.0843 0.3254
H -1.081 4.368 0.553 0.5914 -0.0670 0.0551
H -0.183 4.484 -1.868 0.5312 0.0823 -0.1226
H 0.256 2.768 -1.720 -0.3356 -0.0237 -0.3537
H 1.359 4.941 -0.038 0.2744 0.1351 0.4980
H 2.403 4.212 -1.130 -0.4879 -0.4321 -0.8150
H 1.866 3.292 0.241 -0.4731 -0.3752 -0.1263
C -8.295 -3.386 -4.290 -1.0334 -0.4677 -0.7301
C -7.012 -4.107 -3.976 0.1112 0.7861 -0.4738
C -6.073 -3.098 -3.386 2.7488 0.3434 -0.4283
C -4.626 -3.714 -3.064 -0.2944 -0.1401 0.5058
N -3.605 -2.784 -2.396 -0.2131 -0.6333 0.7317
C -4.175 -2.626 -0.956 -0.5330 0.6541 -0.3424
C -3.362 -3.527 -0.006 -1.8408 2.2644 0.5588
C -2.474 -4.336 -0.857 -0.0188 -0.8027 0.1561
C -2.285 -3.525 -2.128 0.5572 -0.1239 0.6006
C -3.390 -1.474 -3.176 -0.3355 -0.6543 0.4939
C -2.631 -1.630 -4.540 -0.7808 -0.4423 1.4081
C -2.640 -0.283 -5.218 0.2441 -0.0613 -0.4511
H -8.924 -4.178 -4.697 -0.7675 0.3117 0.4106
H -8.180 -2.730 -5.153 0.3414 0.2113 0.0569
H -8.768 -2.787 -3.511 -0.0756 -0.4382 0.2310
H -6.741 -4.384 -4.995 0.8275 -0.6981 0.3416
H -7.103 -4.964 -3.309 -0.2592 -0.0719 -0.1969
H -6.613 -2.509 -2.645 0.4673 -0.5443 1.0151
H -5.842 -2.291 -4.081 -0.2231 -0.1625 -0.7152
H -4.081 -4.162 -3.896 -0.5798 0.3816 -0.6436
H -4.630 -4.540 -2.352 -0.6662 -0.0847 0.0420
H -4.110 -1.570 -0.694 0.2180 0.0218 -0.0183
H -5.237 -2.864 -0.898 0.1235 -0.0346 -0.6714
H -2.937 -2.727 0.601 1.1485 -0.5874 0.3842
H -4.016 -4.068 0.677 -0.0111 -0.2289 -0.2685
H -1.596 -4.544 -0.246 0.5261 -0.1419 -0.7835
H -2.962 -5.282 -1.093 0.1427 -0.1064 0.0727
H -1.521 -2.782 -1.898 -0.1109 0.2610 -0.4478
H -1.935 -4.200 -2.909 -0.4008 0.5211 -0.5033
H -2.943 -0.790 -2.455 0.6736 -0.0692 -0.1239
H -4.396 -1.066 -3.271 -0.0174 -0.0967 -0.5255
H -3.194 -2.367 -5.112 0.2202 -0.0593 -0.1984
H -1.629 -2.012 -4.343 0.0477 -0.0364 -0.0876
H -2.051 -0.184 -6.130 0.0955 -0.5850 -0.0302
H -2.176 0.432 -4.539 -0.5849 0.4809 0.0781
H -3.667 -0.107 -5.537 0.0335 0.7634 0.3671
C 5.447 -3.156 -0.243 -0.3273 0.4542 -0.5497
C 4.939 -3.952 -1.459 0.4262 0.5737 1.2340
C 4.700 -3.093 -2.713 -1.6132 -0.8788 0.3508
C 3.434 -2.115 -2.591 1.7058 0.4820 -0.9611
N 3.387 -1.047 -3.710 -1.8409 0.8693 -0.8065
C 4.682 -0.265 -3.916 -0.0926 0.7967 0.4028
C 4.354 1.218 -3.914 -1.1920 0.3067 0.3448
C 3.013 1.407 -3.150 1.4471 -0.2289 0.5150
C 2.311 0.047 -3.290 0.0997 0.4113 -0.1266
C 2.837 -1.706 -5.011 1.0366 -0.8751 0.8326
C 3.018 -0.902 -6.250 -0.4137 1.0344 -0.6218
C 2.087 -1.281 -7.394 0.0051 -0.2735 -0.2875
H 6.059 -3.737 0.447 -0.1896 0.0395 -0.0442
H 4.605 -2.694 0.271 -0.0656 -0.1034 0.3806
H 6.028 -2.309 -0.608 0.4028 -0.0518 0.1026
H 4.032 -4.481 -1.167 -0.1985 -0.0417 -0.2097
H 5.664 -4.744 -1.650 -0.0002 0.1451 -0.4948
H 4.484 -3.919 -3.391 -0.2729 0.5897 -0.8573
H 5.622 -2.620 -3.052 -0.2144 0.2780 0.1663
H 3.429 -1.480 -1.704 0.3625 -0.4134 0.3410
H 2.452 -2.580 -2.677 0.2469 -0.4672 0.1542
H 5.210 -0.387 -4.862 -0.1396 -1.2226 0.2526
H 5.299 -0.465 -3.041 0.1187 -0.2616 -0.3100
H 4.086 1.625 -4.889 0.9092 -0.2913 -0.2920
H 5.201 1.738 -3.466 -0.2097 0.3082 -0.2487
H 2.571 2.309 -3.574 -0.7432 -0.4857 -0.0978
H 3.217 1.668 -2.112 -0.0957 -0.3098 0.2282
H 1.505 0.100 -4.022 0.3835 -0.2783 -0.3924
H 1.809 -0.260 -2.372 0.3939 -0.2531 0.0681
H 1.798 -1.988 -4.845 -0.0254 0.2182 0.2899
H 3.414 -2.629 -5.074 -0.0919 -0.1220 -0.1356
H 4.042 -0.963 -6.620 0.0117 0.1845 0.1709
H 2.731 0.134 -6.070 0.5245 0.3149 0.2777
H 1.056 -0.964 -7.234 -0.1117 -0.2813 0.3672
H 2.141 -2.350 -7.597 -0.1765 0.0595 -0.2503
H 2.379 -0.714 -8.278 0.2058 -0.2897 -0.0762
C -1.305 -0.211 4.549 0.5419 -0.4715 0.1145
C -1.578 -1.648 4.128 0.6423 0.0661 0.5369
N -0.348 -2.550 3.822 1.4144 0.8325 -0.5953
C 0.631 -1.789 2.875 -1.3362 -0.6538 -0.7994
C 0.529 -2.865 5.039 -0.6861 -0.4801 0.3071
C -0.224 -3.449 6.214 -0.6272 0.2598 0.8248
C -0.912 -3.872 3.208 0.2701 1.0320 -0.2274
C 0.069 -4.737 2.412 0.5209 -0.0017 1.7977
O 0.637 -4.203 1.269 -0.1464 -0.4129 -1.7309
C 1.469 -5.213 0.622 0.3553 0.6888 -0.2445
H -0.740 -0.175 5.481 0.2632 0.2172 -0.1351
H -2.244 0.303 4.751 -0.0791 -0.2325 -0.1039
H -0.818 0.296 3.716 0.1250 0.3261 0.3021
H -2.147 -1.542 3.205 -0.1503 -0.8206 0.0843
H -2.071 -2.162 4.953 -0.4526 -0.1342 -0.4830
H 0.022 -1.580 1.996 0.1587 -0.0881 -0.1168
H 1.473 -2.403 2.554 -0.3108 -0.2284 0.3702
H 1.008 -0.828 3.224 -0.3665 -0.3324 0.7642
H 1.048 -1.937 5.279 -0.1012 -0.0923 0.1541
H 1.277 -3.609 4.765 -0.0318 0.2506 -0.6250
H -1.064 -4.114 6.016 0.1666 -0.1502 -0.5691
H -0.686 -2.687 6.841 0.2982 0.1423 0.1519
H 0.444 -4.054 6.828 0.1119 0.2586 0.0475
H -1.813 -3.573 2.673 0.2663 0.0215 -0.4453
H -1.301 -4.438 4.055 0.3369 -0.0957 -0.0280
H -0.439 -5.691 2.271 -0.0951 -0.1507 -0.2803
H 0.950 -4.927 3.025 -0.2182 -0.5287 0.8321
H 0.957 -6.134 0.344 -0.5126 0.2530 -0.0506
H 2.328 -5.538 1.209 -0.0873 0.2708 0.6188
H 1.902 -4.721 -0.249 -0.3095 -0.1071 -0.1006
C 4.765 5.181 2.449 0.0521 -0.8421 1.4861
C 3.774 5.246 3.661 -0.7467 -0.2872 -0.5808
N 3.200 3.846 4.148 0.1439 -0.3207 0.6352
C 2.291 4.072 5.392 0.7240 1.1291 -1.1771
C 2.308 3.322 2.976 1.1679 0.4653 1.5154
C 1.678 1.978 3.238 -0.5678 -0.7517 0.7476
C 4.350 2.839 4.581 -0.4581 1.3175 -1.2497
C 5.583 3.511 5.244 0.1149 -2.0183 0.7230
O 5.305 4.230 6.380 -0.7695 1.2133 0.4305
C 4.808 3.492 7.512 1.0369 0.2617 -0.1702
H 5.424 4.346 2.689 -0.0003 -0.2881 -0.5887
H 5.491 5.993 2.407 -0.5434 0.4534 0.2444
H 4.311 5.067 1.465 -0.1195 -0.0381 0.2273
H 2.848 5.744 3.373 0.0882 0.2793 0.0089
H 4.144 5.768 4.544 0.3279 -0.3356 -0.0858
H 2.859 4.758 6.021 -0.1125 -0.3220 0.2419
H 1.988 3.165 5.915 0.4070 -0.0356 -0.3230
H 1.404 4.606 5.050 -0.0147 -0.0443 -0.0305
H 2.999 3.329 2.133 -0.3535 -0.0971 -0.1333
H 1.571 4.124 2.916 -0.0668 -0.1862 -0.4693
H 1.042 1.903 4.121 0.1343 0.7510 0.4408
H 2.384 1.166 3.410 0.2777 0.0697 -0.5226
H 0.931 1.683 2.502 0.4573 0.1479 -0.6759
H 4.658 2.385 3.640 0.1252 -0.2186 0.1059
H 3.833 2.103 5.197 0.3325 0.0931 0.1090
H 6.316 3.976 4.585 -0.7463 0.8524 -0.1802
H 6.215 2.698 5.601 -0.0731 -0.9341 -0.3107
H 3.753 3.243 7.402 -0.0115 0.1699 0.2763
H 5.053 4.119 8.369 -0.6194 0.0437 -0.0317
H 5.378 2.578 7.682 0.0954 -0.2333 -0.3131
```
Positions in Å, forces in eV/Å.


3.
Computed, not measured: 2 unconnected molecules or ions with the total composition C6H12NO in a non-equilibrium geometry, with the ωB97M-V functional and the def2-TZVPD basis.

Computed properties:
LUMO, Eh: -0.176
Kohn-Sham gap, eV: 9.7
Net charge: +1
Max |F|, Eh/bohr: 0.0759
Energy above the lowest of the compared OMol25 structures with the same formula, charge and spin, kcal per mole: 101.6

```
20
Properties=species:S:1:pos:R:3:forces:R:3
C 2.346 -0.241 -0.632 1.1408 2.4400 1.5984
C 2.616 -0.338 0.871 2.8770 0.8700 -1.0063
C -0.570 1.181 0.362 0.6694 -3.3848 1.2145
C -1.422 0.063 0.034 -0.5568 -0.5732 0.3475
C -1.013 -1.394 -0.129 -1.1554 -0.4128 -0.5749
C -2.743 0.577 -0.485 1.2038 -0.7861 -2.7184
N 1.700 0.648 0.451 -1.2505 3.4435 -1.3532
O -1.064 0.650 1.400 -0.3639 -0.0186 0.9336
H 3.019 0.323 -1.328 -0.5181 -0.9055 0.9497
H 1.703 -0.967 -1.066 -0.5470 -0.2675 -0.2016
H 3.591 0.103 1.259 -1.3425 -1.0224 -0.4933
H 2.238 -1.167 1.376 -0.5067 -1.2638 0.8708
H -1.854 -2.169 0.070 1.3539 1.6751 0.2080
H -0.068 -1.662 0.345 -0.3766 0.1667 0.2887
H -0.861 -1.498 -1.194 0.2005 -0.1610 -0.4915
H -2.756 1.654 -0.656 0.0842 -0.0187 0.2661
H -3.640 0.284 -0.013 -0.7408 -0.5685 0.9656
H -2.754 0.112 -1.519 -0.3506 0.5836 0.9015
H 2.144 1.645 0.581 -1.0555 -2.5677 -0.8672
H -0.612 2.197 0.274 1.2347 2.7715 -0.8377
```
Positions in Å, forces in eV/Å.


Which of these has the highest net charge?
C49H112N6O5